Entry from OMol25: a molecular structure, C45H65BLaN6O8Si2 in a non-equilibrium geometry (ωB97M-V/def2-TZVPD).

Each line ends with the Mulliken charge.
CARTESIAN COORDINATES (ANGSTROEM)
La 0.37 0.18 0.90  2.906
O -2.41 3.90 1.79  -0.865
C -1.86 2.87 1.37  -0.604
N -0.72 2.33 1.79  0.743
C 0.07 3.20 2.64  -1.846
C 1.26 3.73 1.88  0.686
C 2.13 4.66 2.45  -0.996
C 3.17 5.16 1.70  -0.431
C 3.32 4.74 0.38  -0.947
C 2.43 3.80 -0.10  -0.297
N 1.43 3.29 0.63  0.521
C -2.48 2.19 0.17  -0.073
C -3.72 2.65 -0.28  -0.843
C -4.19 2.23 -1.51  -0.986
C -3.42 1.35 -2.26  -0.659
C -2.23 0.91 -1.71  -0.558
N -1.76 1.31 -0.53  2.258
H -0.55 4.04 2.96  0.534
H 0.42 2.67 3.53  0.293
H 1.98 4.99 3.47  0.481
H 3.86 5.88 2.12  0.385
H 4.12 5.11 -0.24  0.434
H 2.51 3.42 -1.11  0.451
H -4.25 3.36 0.33  0.607
H -5.15 2.58 -1.89  0.420
H -3.72 1.02 -3.24  0.289
H -1.61 0.21 -2.26  0.062
O 1.15 0.92 -1.74  -0.402
H 0.60 1.63 -2.15  0.275
H 0.90 0.10 -2.19  0.181
O -0.21 -2.61 1.54  -0.231
H -0.99 -2.35 0.97  0.004
H -0.60 -2.88 2.38  0.192
O -0.02 -1.58 -1.59  -0.466
H 0.16 -2.52 -1.71  0.243
H -0.89 -1.57 -1.08  -0.187
O 0.72 0.30 3.74  -0.213
C -0.34 -0.14 4.17  -0.660
O -2.55 -0.02 2.99  0.306
B -1.58 -0.83 3.68  -0.062
O -2.22 -1.98 4.22  -0.591
C -3.54 -1.82 3.92  0.523
C -4.59 -2.65 4.25  -0.899
C -5.87 -2.26 3.83  -0.634
C -6.07 -1.08 3.13  -0.618
C -5.00 -0.25 2.80  -0.558
C -3.74 -0.64 3.19  0.621
H -4.42 -3.57 4.79  0.433
H -6.71 -2.91 4.05  0.336
H -7.07 -0.80 2.84  0.368
H -5.14 0.68 2.26  0.561
C -1.68 4.81 -3.37  -0.997
C -0.99 3.93 -2.57  -0.302
N -0.42 2.82 -3.07  -0.052
C -0.58 2.54 -4.35  -0.352
C -1.30 3.34 -5.24  0.439
C -1.82 4.53 -4.72  -0.477
C -1.41 3.04 -6.66  -0.759
C -1.53 1.87 -7.30  -0.690
C -1.87 0.54 -6.79  0.979
C -1.84 -0.55 -7.66  -0.791
C -2.22 -1.78 -7.16  -0.198
N -2.64 -1.94 -5.91  -0.540
C -2.68 -0.84 -5.17  -0.091
N -2.31 0.38 -5.53  -0.294
H -2.11 5.71 -2.95  0.465
H -0.85 4.09 -1.51  0.386
H -0.07 1.65 -4.70  0.579
H -2.36 5.20 -5.37  0.457
H -1.38 3.92 -7.30  0.363
H -1.44 1.90 -8.38  0.268
H -1.53 -0.43 -8.69  0.352
H -2.20 -2.67 -7.77  0.397
H -3.05 -0.95 -4.16  0.403
C 3.00 -3.50 0.11  -2.080
C 3.75 -2.17 0.13  3.015
C 3.39 -1.47 -1.19  -1.294
C 5.26 -2.45 0.08  -2.009
Si 3.11 -1.06 1.67  -1.467
C 3.30 -2.22 3.30  3.229
C 3.39 -1.39 4.59  -2.125
C 2.06 -3.10 3.46  -1.700
C 4.53 -3.14 3.27  -2.077
C 4.41 0.43 1.92  2.908
C 4.62 1.14 0.57  -1.871
C 5.79 0.03 2.45  -1.921
C 3.80 1.45 2.88  -1.984
H 3.17 -4.02 -0.84  0.559
H 1.92 -3.35 0.23  0.083
H 3.33 -4.17 0.91  0.305
H 3.79 -2.04 -2.04  0.605
H 3.78 -0.45 -1.26  0.231
H 2.31 -1.42 -1.31  -0.333
H 5.49 -3.12 -0.76  0.582
H 5.63 -2.92 0.99  0.258
H 5.83 -1.53 -0.09  0.349
H 2.59 -0.66 4.66  0.130
H 4.35 -0.87 4.68  0.370
H 3.31 -2.06 5.46  0.582
H 1.19 -2.49 3.70  -0.004
H 2.21 -3.80 4.30  0.574
H 1.84 -3.68 2.57  0.324
H 5.46 -2.58 3.15  0.267
H 4.46 -3.88 2.47  0.339
H 4.59 -3.69 4.22  0.573
H 5.20 0.52 -0.11  0.360
H 5.17 2.08 0.73  0.573
H 3.66 1.39 0.10  0.021
H 6.26 -0.73 1.82  0.294
H 5.74 -0.35 3.46  0.302
H 6.45 0.91 2.46  0.565
H 2.84 1.82 2.51  0.348
H 4.47 2.31 2.99  0.607
H 3.62 1.03 3.87  0.167
C -2.78 -3.58 -1.77  -1.427
Si -3.24 -2.40 -0.34  1.066
C -3.86 -3.57 1.02  -0.954
C -4.74 -1.37 -0.87  -1.002
O -1.98 -1.51 0.09  -1.130
H -3.65 -4.15 -2.10  0.435
H -2.03 -4.30 -1.42  0.310
H -2.37 -3.08 -2.65  0.232
H -4.35 -4.45 0.59  0.563
H -4.58 -3.08 1.68  0.093
H -3.04 -3.94 1.65  0.216
H -5.66 -1.95 -0.79  0.496
H -4.66 -1.02 -1.91  0.299
H -4.84 -0.49 -0.24  0.113

Summary:
- Net charge: -1
- HOMO-LUMO gap: 4.0 eV
- LUMO energy: 0.8 eV
- DFT total energy: -3319.9326 hartree
- HOMO energy: -0.11788 hartree